#a
Here is an isolated molecule of C4H12N2O from OMol25. Energies are from the ωB97M-V functional and the def2-TZVPD basis.

```
! RIJCOSX wB97M-V def2-TZVPD def2/J DEFGRID3
* xyz 0 1
C 1.475 -1.131 -0.860
C 1.135 -0.325 0.375
C 1.583 1.124 0.305
N -0.528 -0.594 0.781
C -1.289 0.099 -0.106
N -2.770 -0.804 0.296
O -1.552 1.438 0.162
H 1.144 -0.630 -1.770
H 2.555 -1.278 -0.930
H 1.008 -2.113 -0.812
H 1.549 -0.807 1.263
H 1.219 1.696 1.159
H 1.246 1.601 -0.616
H 2.675 1.176 0.321
H -0.734 -0.301 1.731
H -1.056 -0.092 -1.157
H -3.289 -0.921 -0.571
H -3.328 -0.154 0.847
H -1.044 2.017 -0.418
*
```

Results
LUMO energy = 0.0285 Eh
SMILES = CC(C)N[C@@H](N)O
HOMO-LUMO gap = 9.58 eV

#b
Here is a cluster of 2 separate species, C4H12N2O in total from OMol25. Energies are from the ωB97M-V functional and the def2-TZVPD basis.

```
! RIJCOSX wB97M-V def2-TZVPD def2/J DEFGRID3
* xyz 0 1
C -2.057 0.476 -0.834
N -0.934 -0.075 -0.878
C 0.261 0.493 -1.611
C 1.102 1.165 -0.489
C 1.166 0.382 0.896
N 1.828 -0.886 0.441
H -3.010 -0.086 -0.555
H -2.217 1.547 -1.127
H -0.091 1.183 -2.372
H 0.835 -0.306 -1.962
H 2.130 1.258 -0.882
H 0.763 2.206 -0.312
H 1.903 0.861 1.626
H 0.303 0.255 1.479
H 2.400 -1.266 1.191
H 1.051 -1.488 0.445
O -1.270 -1.351 1.737
H -1.479 -1.074 2.663
H -1.518 -0.642 1.188
*
```

Results
LUMO energy = 0.0320 Eh
SMILES = C=NCCCN.O
HOMO-LUMO gap = 10.21 eV

Stability summary: most stable #b, least stable #a.

#a
Here is a cluster of 3 separate species, C4H12N2O in total from OMol25. Energies are from the ωB97M-V functional and the def2-TZVPD basis.

```
! RIJCOSX wB97M-V def2-TZVPD def2/J DEFGRID3
* xyz 0 1
C 0.311 -0.208 -0.941
C 0.590 -1.688 -0.890
N 1.829 0.569 0.494
N 1.655 1.827 0.771
H 2.582 0.463 -0.193
H 0.642 1.949 1.186
H 1.934 2.515 0.066
H -0.652 0.052 -1.371
H 1.004 0.330 -1.589
H 1.590 -1.894 -0.500
H 0.526 -2.151 -1.882
H -0.116 -2.210 -0.241
C -2.230 -0.166 0.442
C -0.880 0.315 0.917
O -0.758 1.550 1.192
H -0.298 -0.414 1.494
H -2.173 -1.153 -0.020
H -2.886 -0.239 1.313
H -2.670 0.552 -0.251
*
```

Results
LUMO energy (alpha / beta) = 0.0035 / 0.0113 Eh
HOMO-LUMO gap (alpha / beta) = 7.60 / 7.87 eV

#b
Here is an isolated molecule of C4H12N2O from OMol25. Energies are from the ωB97M-V functional and the def2-TZVPD basis.

```
! RIJCOSX wB97M-V def2-TZVPD def2/J DEFGRID3
* xyz 0 1
C -1.819 2.599 0.589
N -1.334 1.194 0.884
C -0.080 0.944 0.156
C 0.171 -0.444 -0.369
N 0.090 -1.390 0.773
C 1.523 -0.861 -1.036
O 1.501 -2.280 -1.196
H -1.222 3.267 1.192
H -2.848 2.689 0.930
H -1.789 2.719 -0.492
H -1.073 1.251 1.863
H -0.144 1.575 -0.790
H 0.758 1.519 0.569
H -0.562 -0.671 -1.140
H -0.819 -1.275 1.222
H 0.679 -1.059 1.538
H 1.654 -0.586 -2.096
H 2.378 -0.475 -0.483
H 0.855 -2.563 -0.529
*
```

Results
LUMO energy = 0.0325 Eh
SMILES = CNC[C@H](N)CO
HOMO-LUMO gap = 10.42 eV

Stability summary: most stable #b, least stable #a.

#a
Here is a cluster of 2 separate species, C4H12N2O in total from OMol25. Energies are from the ωB97M-V functional and the def2-TZVPD basis.

```
! RIJCOSX wB97M-V def2-TZVPD def2/J DEFGRID3
* xyz 0 1
C 0.619 -1.728 -0.878
N -0.686 -0.873 -0.515
C -1.297 -0.951 0.783
N -1.368 -0.425 -1.666
H 1.460 -1.360 -0.286
H 0.372 -2.720 -0.507
H 0.877 -1.729 -1.931
H -1.314 -1.989 1.115
H -0.665 -0.417 1.503
H -2.310 -0.542 0.788
H -2.335 -0.182 -1.464
H -0.915 0.454 -1.930
C 1.391 1.804 1.273
C 0.577 1.567 0.029
O 1.092 1.139 -1.019
H 1.864 2.782 1.202
H 0.752 1.851 2.156
H 2.150 1.033 1.394
H -0.263 2.285 -0.049
*
```

Results
LUMO energy = 0.0299 Eh
SMILES = CN(C)N.CC=O
HOMO-LUMO gap = 7.79 eV

#b
Here is an isolated molecule of C4H12N2O from OMol25. Energies are from the ωB97M-V functional and the def2-TZVPD basis.

```
! RIJCOSX wB97M-V def2-TZVPD def2/J DEFGRID3
* xyz 0 1
N 2.502 1.319 0.035
C 1.435 2.019 -0.714
C 0.084 1.334 -0.822
N -0.022 -0.099 -0.200
C -1.237 -0.662 0.485
C -1.406 -2.298 0.637
O -2.593 -2.494 1.404
H 3.270 2.046 -0.087
H 2.934 0.585 -0.704
H 1.257 3.058 -0.355
H 1.983 2.103 -1.737
H -0.116 1.145 -1.905
H -0.645 2.033 -0.338
H 0.846 -0.357 0.348
H -2.195 -0.503 -0.123
H -1.319 -0.343 1.544
H -0.613 -2.772 1.106
H -1.586 -2.779 -0.411
H -2.580 -3.334 1.837
*
```

Results
LUMO energy = 0.0333 Eh
SMILES = NCCNCCO
HOMO-LUMO gap = 9.17 eV

#c
Here is a cluster of 2 separate species, C4H12N2O in total from OMol25. Energies are from the ωB97M-V functional and the def2-TZVPD basis.

```
! RIJCOSX wB97M-V def2-TZVPD def2/J DEFGRID3
* xyz 0 1
H -1.570 3.024 1.521
N -0.883 2.513 1.001
C -0.703 1.256 1.112
N -1.020 0.192 0.346
C -0.462 -1.158 0.669
C 0.291 -1.641 -0.565
C -0.344 -1.605 -1.945
H -0.057 0.996 1.974
H -1.675 0.190 -0.421
H 0.250 -0.937 1.464
H -1.317 -1.740 1.002
H 0.612 -2.663 -0.407
H 1.222 -1.069 -0.618
H 0.206 -2.059 -2.783
H -0.443 -0.611 -2.416
H -1.394 -1.918 -2.006
O 2.481 2.707 0.478
H 3.154 2.262 1.016
H 1.652 2.260 0.578
*
```

Results
LUMO energy = 0.0305 Eh
SMILES = [H]/N=C/NCCC.O
HOMO-LUMO gap = 8.80 eV

#d
Here is a cluster of 2 separate species, C4H12N2O in total from OMol25. Energies are from the ωB97M-V functional and the def2-TZVPD basis.

```
! RIJCOSX wB97M-V def2-TZVPD def2/J DEFGRID3
* xyz 0 1
N -1.232 0.880 3.220
C -1.017 0.079 2.060
C 0.006 -0.694 1.599
C -0.415 -1.846 0.788
C 0.386 -2.515 -0.271
N 1.016 -1.641 -1.304
H -1.815 1.729 2.977
H -0.449 0.776 3.850
H -1.873 0.135 1.324
H 0.919 -0.290 1.656
H -0.836 -2.572 1.490
H -1.354 -1.507 0.189
H 1.195 -3.130 0.272
H -0.204 -3.316 -0.638
H 0.300 -1.306 -1.958
H 1.678 -2.109 -1.966
O 1.114 4.615 -4.506
H 0.350 4.297 -4.911
H 0.937 5.553 -4.704
*
```

Results
LUMO energy = 0.0378 Eh
SMILES = N/C=C/CCN.O
HOMO-LUMO gap = 8.51 eV

Stability summary: most stable #c, least stable #a.

#a
Here is a cluster of 2 separate species, C4H12N2O in total from OMol25. Energies are from the ωB97M-V functional and the def2-TZVPD basis.

```
! RIJCOSX wB97M-V def2-TZVPD def2/J DEFGRID3
* xyz 0 1
C 0.941 2.044 -1.957
N 0.875 1.051 -1.174
C 2.051 0.309 -0.664
C 1.518 -0.490 0.555
C 0.471 -1.512 0.104
N -0.881 -1.053 0.488
H 0.080 2.222 -2.614
H 1.640 2.895 -1.935
H 2.478 -0.337 -1.421
H 2.882 1.027 -0.412
H 1.267 0.153 1.381
H 2.361 -1.063 0.951
H 0.728 -2.549 0.356
H 0.547 -1.666 -0.987
H -1.408 -1.909 0.667
H -1.269 -0.510 -0.274
O -4.482 0.429 2.045
H -4.703 -0.209 2.719
H -5.094 1.169 2.172
*
```

Results
LUMO energy = 0.0387 Eh
SMILES = C=NCCCN.O
HOMO-LUMO gap = 9.81 eV

#b
Here is an isolated molecule of C4H12N2O from OMol25. Energies are from the ωB97M-V functional and the def2-TZVPD basis.

```
! RIJCOSX wB97M-V def2-TZVPD def2/J DEFGRID3
* xyz 0 1
N -1.191 -2.596 -0.675
C -1.317 -2.173 0.735
C -1.051 -0.648 1.063
N 0.114 -0.217 0.146
C 0.315 1.006 -0.566
C 1.403 1.827 0.069
O 1.612 3.002 -0.666
H -0.197 -2.766 -0.783
H -1.693 -3.324 -0.983
H -2.363 -2.395 0.981
H -0.835 -2.896 1.427
H -0.910 -0.438 2.162
H -1.948 -0.091 0.679
H 0.976 -0.849 0.263
H -0.670 1.551 -0.546
H 0.608 0.786 -1.592
H 2.303 1.199 0.137
H 1.409 2.190 1.079
H 1.869 2.637 -1.597
*
```

Results
LUMO energy = 0.0355 Eh
SMILES = NCCNCCO
HOMO-LUMO gap = 9.12 eV

#c
Here is an isolated molecule of C4H12N2O from OMol25. Energies are from the ωB97M-V functional and the def2-TZVPD basis.

```
! RIJCOSX wB97M-V def2-TZVPD def2/J DEFGRID3
* xyz 0 1
C 1.566 -0.761 -0.308
C 0.194 -0.201 -0.692
C -0.608 -1.275 -1.424
O -0.797 -0.935 -2.767
N -0.543 0.349 0.407
C 0.006 1.282 1.340
N -0.931 1.827 2.241
H 2.104 -0.137 0.411
H 1.585 -1.730 0.186
H 2.216 -0.770 -1.183
H 0.397 0.624 -1.389
H -1.577 -1.323 -0.908
H -0.074 -2.211 -1.256
H -1.066 -1.671 -3.316
H -1.330 -0.139 0.807
H 0.842 0.850 1.914
H 0.545 2.060 0.763
H -1.849 2.132 2.002
H -0.678 2.027 3.172
*
```

Results
LUMO energy = 0.0369 Eh
SMILES = C[C@@H](CO)NCN
HOMO-LUMO gap = 9.04 eV

Stability summary: most stable #c, least stable #b.